# 1
Here is a 2-piece molecular cluster, C5H8P2 overall at a distorted geometry from the OMol25 dataset. Energies are from ωB97M-V/def2-TZVPD.

Highest occupied orbital energy   -8.660 eV
HOMO-LUMO gap   8.05 eV
Relative energy (zero: lowest compared OMol25 entry of this formula, charge and spin)   1.205 eV
Lowest unoccupied orbital energy   -0.615 eV

Positions of all 15 atoms, in Å:
1 H -0.926304 0.111706 1.329236
2 H 1.310739 -1.575832 3.814089
3 C -2.316096 0.113145 -1.432435
4 H -3.158763 0.159363 -1.996802
5 H 1.588242 0.196128 3.625604
6 P 0.443166 0.047601 -0.759416
7 C 1.713110 -0.804175 3.210341
8 C 2.272173 -0.921413 1.968381
9 C -2.258280 -0.267175 -0.189492
10 H 2.379735 -0.028388 1.504632
11 P -0.799919 0.538982 -2.348307
12 H -3.086915 -0.292363 0.548029
13 C -0.916153 -0.438079 0.442424
14 H -0.747490 -1.477362 0.718812
15 H 2.160125 -1.846113 1.531391

Atoms 1-6, force components in eV/Å:
H 0.522 1.006 1.640
H -0.075 -0.944 0.276
C 1.991 0.288 -1.148
H -2.741 0.448 -1.207
H 0.171 -0.157 0.052
P -0.673 0.276 -0.465

***

# 2
Here is C5H8S as an isolated structure at a distorted geometry from the OMol25 dataset. Energies are from ωB97M-V/def2-TZVPD.

Highest occupied orbital energy   -8.484 eV
HOMO-LUMO gap   9.48 eV
Relative energy (zero: lowest compared OMol25 entry of this formula, charge and spin)   0.757 eV
Lowest unoccupied orbital energy   0.997 eV

Positions of all 14 atoms, in Å:
1 H 1.407878 0.802139 1.490178
2 C -1.274065 -0.552638 -0.258505
3 C -0.709274 0.337960 0.888361
4 C 0.823933 -0.007539 0.958069
5 C 1.143740 -0.100200 -0.531327
6 C -0.246380 0.238383 -1.106000
7 H 1.897057 0.642461 -0.892219
8 H 1.555575 -1.109578 -0.797838
9 H 0.978839 -0.927588 1.454233
10 H -1.144166 0.418857 1.876260
11 H -2.241510 -0.246690 -0.570581
12 H -1.128353 -1.628870 -0.133157
13 S -0.734008 1.761366 -0.206097
14 H -0.329265 0.371938 -2.171375

Atoms 1-6, force components in eV/Å:
H -0.765 -0.912 -0.544
C 1.919 0.430 0.601
C 0.499 -0.618 1.255
C -0.343 1.747 0.191
C 0.851 0.033 -0.869
C 0.403 -0.100 -0.901

***

# 3
Here is C5H8S in the gas phase at a distorted geometry from the OMol25 dataset. Energies are from ωB97M-V/def2-TZVPD.

Highest occupied orbital energy   -9.195 eV
HOMO-LUMO gap   9.94 eV
Relative energy (zero: lowest compared OMol25 entry of this formula, charge and spin)   2.840 eV
Lowest unoccupied orbital energy   0.741 eV

Positions of all 14 atoms, in Å:
1 H -0.912140 -1.207957 -0.784308
2 C -1.974681 0.590209 -0.171645
3 H -1.762774 1.237956 -0.953523
4 H 3.345528 0.924539 0.437074
5 H 3.264127 -0.944282 0.600634
6 S -3.665797 -0.250786 -0.259140
7 C 1.739747 -0.101235 -0.390230
8 H -3.900954 0.110974 1.120593
9 C -0.803654 -0.432664 0.034683
10 H -0.823932 -0.833209 1.132321
11 H -1.900720 1.360554 0.581636
12 C 3.195911 -0.057415 -0.078058
13 C 0.561012 0.024776 -0.276416
14 H 3.638332 -0.421457 -0.993620

Atoms 1-6, force components in eV/Å:
H -0.417 0.201 1.493
C 0.488 -1.437 1.446
H 0.001 0.435 -2.506
H 0.846 -1.027 -0.874
H 0.498 0.990 -0.001
S 1.176 1.673 2.461

***

# 4
Here is C5H9AlO3 as an isolated structure at a distorted geometry from the OMol25 dataset. Energies are from ωB97M-V/def2-TZVPD.

Highest occupied orbital energy (spin up / spin down)   -28.218 / -27.779 eV
HOMO-LUMO gap (spin up / spin down)   4.33 / 3.62 eV
Relative energy (zero: lowest compared OMol25 entry of this formula, charge and spin)   1.161 eV
Charge   +4
Lowest unoccupied orbital energy (spin up / spin down)   -23.886 / -24.157 eV

Positions of all 18 atoms, in Å:
1 H 3.866577 -0.381453 0.503680
2 Al -0.562488 3.501817 0.265996
3 H -1.570192 -1.626457 -2.196659
4 C -2.323236 -1.468680 -1.418549
5 C -2.042839 -0.275936 -0.597527
6 C -0.297409 0.897665 0.201133
7 H 2.651975 -1.473871 1.326036
8 C 1.988254 0.426550 0.636160
9 C 2.996393 -0.447347 1.182650
10 H 2.166521 1.499612 0.475861
11 O 0.820777 -0.005572 0.417677
12 O -0.063250 2.102309 0.324294
13 H 3.351044 0.016232 2.120534
14 H -3.320419 -1.359826 -1.870870
15 H -1.477286 0.072710 0.741926
16 O -0.922872 0.453300 -0.947649
17 H -2.376664 -2.333604 -0.741271
18 H -2.884882 0.402543 -0.423429

Atoms 1-6, force components in eV/Å:
H 0.365 -0.021 0.117
Al -2.753 9.357 -0.112
H 0.254 -0.133 0.268
C 1.334 1.916 0.848
C -0.079 -0.874 -4.289
C -2.497 -10.076 -0.804

***

# 5
Here is C5H9BN2O2 in the gas phase at a distorted geometry from the OMol25 dataset. Energies are from ωB97M-V/def2-TZVPD.

Highest occupied orbital energy   -7.122 eV
HOMO-LUMO gap   7.61 eV
Relative energy (zero: lowest compared OMol25 entry of this formula, charge and spin)   0.140 eV
Lowest unoccupied orbital energy   0.491 eV

Positions of all 19 atoms, in Å:
1 C 0.566870 1.812740 0.052285
2 H 3.583572 -0.639879 -0.023915
3 C -0.250769 -1.765670 0.072656
4 H 1.186130 2.134258 -0.664872
5 C 1.530956 -0.438069 -0.006731
6 H -0.474354 2.080084 -0.202545
7 O -2.383278 1.296326 -0.036513
8 H 1.613866 -2.726264 0.016995
9 H 3.155258 0.803989 0.334256
10 N 0.469116 0.371080 -0.145480
11 N 2.824360 -0.005506 -0.117223
12 H 0.977699 2.161313 1.003884
13 C 1.141319 -1.771188 0.046573
14 B -2.080260 -0.021828 0.102951
15 H -3.946750 -0.788597 -0.246006
16 C -0.657191 -0.483874 0.087882
17 O -3.071336 -0.954151 0.023906
18 H -3.164132 1.544214 -0.430134
19 H -1.021082 -2.608984 0.132032

Atoms 1-6, force components in eV/Å:
C -3.104 -1.683 1.119
H -0.138 -1.147 -0.155
C -1.485 -1.481 0.553
H 2.306 1.542 -2.836
C 1.212 -1.932 -0.661
H 0.805 0.929 0.703

***

# 6
Here is a 2-piece molecular cluster, C5H9Br overall at a distorted geometry from the OMol25 dataset. Energies are from ωB97M-V/def2-TZVPD.

Highest occupied orbital energy (spin up / spin down)   -7.666 / -8.829 eV
HOMO-LUMO gap (spin up / spin down)   7.83 / 9.22 eV
Relative energy (zero: lowest compared OMol25 entry of this formula, charge and spin)   4.460 eV
Lowest unoccupied orbital energy (spin up / spin down)   0.166 / 0.387 eV

Positions of all 15 atoms, in Å:
1 C 0.475569 -0.911446 0.028437
2 Br 2.226938 0.014310 0.112924
3 H 0.037844 -2.497234 -1.218782
4 H -0.941635 -1.040878 -1.798617
5 H -1.180903 -1.303082 1.299043
6 C -0.032800 -1.298814 1.337397
7 C -0.770357 1.735505 -0.102720
8 H -0.398445 3.694980 0.101648
9 H 0.472186 -2.318500 1.792236
10 C 0.040059 -1.451311 -1.317516
11 H 1.027072 2.673202 -0.085829
12 H -1.888850 1.700456 -0.172818
13 H 0.152348 -0.657910 2.180130
14 C 0.016801 2.747193 0.011322
15 H 0.764171 -1.086466 -2.166854

Atoms 1-6, force components in eV/Å:
C 0.854 2.061 -0.792
Br -1.000 -0.872 -0.197
H -0.217 -1.585 -0.424
H 1.238 -0.834 1.604
H 1.545 -0.761 0.001
C -1.044 -2.410 1.405

***

# 7
Here is C5H9Br2N in the gas phase at a distorted geometry from the OMol25 dataset. Energies are from ωB97M-V/def2-TZVPD.

Highest occupied orbital energy (spin up / spin down)   -9.766 / -9.767 eV
HOMO-LUMO gap (spin up / spin down)   9.33 / 9.33 eV
Relative energy (zero: lowest compared OMol25 entry of this formula, charge and spin)   1.280 eV
Lowest unoccupied orbital energy (spin up / spin down)   -0.434 / -0.434 eV

Positions of all 17 atoms, in Å:
1 H -2.672785 0.252013 -0.031847
2 H 1.484965 -1.089121 -1.513574
3 H -0.399068 -1.888806 0.097157
4 Br 4.945540 1.289325 0.125139
5 H -1.120646 -0.141916 -1.465825
6 C -1.782165 0.836856 0.262731
7 C -0.578632 0.298425 -0.521903
8 C 0.198108 -0.899912 0.099886
9 C 3.665401 -0.027331 0.409568
10 C 1.609323 -0.970308 -0.498183
11 H -1.954313 1.881516 -0.084701
12 H 0.266646 -0.702997 1.114059
13 H 0.135947 1.075089 -0.640119
14 Br 2.228601 -2.808376 0.019307
15 H 3.984132 -0.843506 0.937642
16 H -1.838059 0.721841 1.413326
17 N 2.446519 0.127319 -0.424876

Atoms 1-6, force components in eV/Å:
H 0.226 0.355 -0.005
H -0.280 -0.611 -2.475
H 1.199 1.494 -0.655
Br -0.110 0.034 0.355
H 1.775 1.392 1.018
C -1.121 -0.326 1.050

***

# 8
Here is C5H9Br2N2 as an isolated structure at a distorted geometry from the OMol25 dataset. Energies are from ωB97M-V/def2-TZVPD.

Highest occupied orbital energy   -13.945 eV
HOMO-LUMO gap   9.92 eV
Relative energy (zero: lowest compared OMol25 entry of this formula, charge and spin)   1.997 eV
Charge   +1
Lowest unoccupied orbital energy   -4.022 eV

Positions of all 18 atoms, in Å:
1 Br -1.247363 -1.446281 2.747591
2 H -0.006628 -0.229262 -1.680071
3 H -2.307316 0.096550 -1.179380
4 H 1.553073 -1.333578 2.084381
5 C 1.741586 -0.577660 0.004236
6 H 2.550646 0.025047 0.032977
7 H 0.583295 1.980940 0.047919
8 C 0.410074 1.678721 -0.887840
9 N -0.714199 -0.295504 0.238316
10 Br 2.209270 -2.301338 -0.954358
11 C 0.185192 0.172418 -0.790393
12 H -2.613105 -0.891905 0.339461
13 H 1.465165 1.828045 -1.387669
14 C -2.074804 -0.027726 -0.125470
15 H -0.446276 2.054764 -1.336289
16 N 1.180119 -0.859176 1.274283
17 H -2.333230 0.896913 0.245691
18 C -0.135500 -0.770968 1.326616

Atoms 1-6, force components in eV/Å:
Br 1.246 0.651 -1.004
H -0.644 -2.178 -3.444
H 0.761 -0.823 -0.315
H 0.980 -0.070 -0.326
C -4.881 -2.103 -2.642
H 2.518 1.924 -0.118